[1]
Formula: C20H29BeN2O18S4
Source: the Open Molecules 2025 dataset
Level of theory: the ωB97M-V functional and the def2-TZVPD basis

## Properties
2S+1   1
Charge   +1
Kohn-Sham gap   1.397 eV

Geometry (Å):
1 Be 25.3385 16.5801 14.6433
2 C 25.0964 16.9246 20.6779
3 C 25.1263 16.9432 19.1635
4 O 25.4953 15.8977 18.5236
5 O 24.9790 17.9065 18.5261
6 H 25.7168 17.6384 21.2197
7 H 25.6067 15.9692 20.7997
8 H 24.0675 16.9024 21.0371
9 N 20.8645 16.0465 26.4157
10 C 20.9032 15.3605 27.5865
11 C 20.9630 13.9331 27.5948
12 C 20.7874 13.2081 26.3845
13 C 20.7136 13.9485 25.1726
14 C 20.7106 15.3482 25.2804
15 H 21.0221 15.9923 28.4544
16 H 21.0126 13.4908 28.5788
17 H 20.7916 12.1339 26.2731
18 H 20.6538 13.5154 24.1851
19 H 20.7075 15.8930 24.3479
20 N 27.4869 12.9578 13.5304
21 C 27.6696 12.5356 12.2397
22 C 28.6598 11.6588 11.8342
23 C 29.4052 11.0100 12.8728
24 C 29.1742 11.2971 14.2255
25 C 28.3271 12.3394 14.5052
26 H 26.9390 13.0064 11.5987
27 H 28.7341 11.2425 10.8405
28 H 30.1613 10.2577 12.7034
29 H 29.6343 10.6086 14.9188
30 H 28.0617 12.5191 15.5366
31 C 20.2921 19.3045 19.2328
32 C 19.9588 20.7274 18.5760
33 O 20.7164 21.6763 19.3349
34 S 20.9618 21.1350 20.8481
35 O 19.9895 21.8701 21.6328
36 O 22.3506 21.2873 21.2347
37 O 20.5758 19.5377 20.6190
38 H 21.1211 18.8028 18.7336
39 H 19.4353 18.6327 19.1803
40 H 18.9476 21.1326 18.5378
41 H 20.3405 20.7827 17.5565
42 C 31.2143 18.8843 26.9634
43 C 31.7043 18.2095 25.6674
44 O 30.9616 18.6355 24.6358
45 S 29.3965 18.8684 25.1817
46 O 28.8393 17.5586 25.4135
47 O 28.6645 19.8820 24.4740
48 O 30.0099 19.6068 26.5526
49 H 31.8935 19.6043 27.4198
50 H 30.8962 18.1410 27.6944
51 H 31.6062 17.1576 25.9356
52 H 32.7727 18.2545 25.4561
53 C 29.1745 20.7932 18.1518
54 C 29.6526 19.4635 18.7795
55 O 30.9375 19.8692 19.2032
56 S 31.1148 21.5555 19.4999
57 O 32.4809 21.9146 19.1465
58 O 30.4682 21.8805 20.7737
59 O 30.0712 21.8719 18.2520
60 H 28.2661 21.2612 18.5309
61 H 28.9030 20.6151 17.1112
62 H 29.5548 18.6292 18.0849
63 H 29.1576 19.0229 19.6450
64 C 22.0759 12.5240 19.5080
65 C 22.4812 11.6183 18.3273
66 O 21.4266 10.6732 18.1406
67 S 20.0232 11.1051 18.9641
68 O 19.9497 10.0624 20.0073
69 O 18.8894 11.2732 18.0953
70 O 20.6573 12.5498 19.4661
71 H 22.2501 13.5967 19.4237
72 H 22.3784 12.2895 20.5286
73 H 23.5002 11.3266 18.5816
74 H 22.5087 12.0925 17.3462

=====

[2]
Formula: C5H6O2
Source: the Open Molecules 2025 dataset
Level of theory: the ωB97M-V functional and the def2-TZVPD basis

## Properties
Energy above the lowest of the compared OMol25 structures with the same formula, charge and spin   303.5 kJ/mol
2S+1   1
Charge   0
SMILES   O=C1CC2(CO2)C1
Kohn-Sham gap   10.477 eV

Geometry (Å):
1 O -2.6402 -0.7600 -0.8233
2 C -1.6165 -0.3624 -0.3609
3 C -0.7782 1.0057 0.3911
4 C 0.3883 0.0850 0.0446
5 C 1.7978 0.3618 0.0856
6 O 1.1398 0.2993 -1.1685
7 C -0.3895 -1.1908 -0.1340
8 H -0.9446 1.2503 1.4828
9 H -0.6599 2.0167 -0.0428
10 H 2.0486 1.3859 0.3405
11 H 2.4547 -0.4447 0.3902
12 H -0.1035 -1.8748 -0.9389
13 H -0.6968 -1.7718 0.7335

=====

Short version: molecular weight = 722.728, 98.101 g mol⁻¹, in the order given.